Entry 1:
A cluster of 6 separate species, C17H27N5O5 in total in a non-equilibrium geometry. Source: the Open Molecules 2025 dataset; level of theory: ωB97M-V/def2-TZVPD.

* 2S+1: 1

CARTESIAN COORDINATES (ANGSTROEM)
O -1.50660 -0.79816 0.20429
O 1.92570 -1.51457 0.31989
O -4.58875 0.27818 0.18867
O -0.51787 0.60518 -1.13358
O -5.85825 -1.19058 -0.64125
N -0.80281 0.16997 -0.00438
N 2.18372 0.85371 4.26617
N -4.98067 -0.84877 0.12000
N -0.61932 -2.60908 -4.23873
N -0.17196 4.84605 0.39721
C 0.15260 3.93045 -0.60041
C -1.00489 3.55396 -1.23503
C 1.43995 1.54761 5.18432
C -2.06117 4.13683 -0.60466
C 0.30916 0.78349 5.42575
C 2.82111 -2.06978 -0.33364
C -1.52660 4.99581 0.37890
C -0.28454 -1.45512 -3.61653
C 4.11782 -2.42939 0.31192
C 0.78090 -1.45468 -5.59415
C 1.56261 -0.34644 3.91514
C 0.56761 -0.71556 -4.43138
C -0.30091 0.81003 1.21100
C -4.34346 -1.80314 1.05395
C 2.60223 -2.47460 -1.77337
C 0.39586 -0.41604 4.61246
C 0.01716 -2.61388 -5.45443
H 1.82550 2.48500 5.55722
H -0.87688 1.72869 1.32247
H -0.03728 -3.48227 -6.09422
H 3.08676 1.15926 3.93259
H 1.55206 -2.40025 -2.05573
H 0.47466 5.14649 1.11256
H -5.18086 -2.00259 1.72258
H 3.24748 -1.82615 -2.36605
H -0.34169 -1.20276 4.67154
H -0.69337 -1.11568 -2.67629
H 4.35370 -3.47803 0.13079
H 2.00125 -0.97662 3.15562
H -0.49463 0.17048 2.07213
H 2.91093 -3.50275 -1.96238
H 0.78705 0.87669 1.21136
H -4.01541 -2.71564 0.55612
H -0.51236 0.95228 6.10619
H 4.07359 -2.14631 1.36359
H -1.23112 -3.35051 -3.92876
H 0.99949 0.22630 -4.12680
H -2.08477 5.56494 1.10755
H -3.53255 -1.27282 1.55325
H 1.18295 3.63746 -0.73803
H 4.89158 -1.89151 -0.23589
H -0.99488 2.82899 -2.03548
H -3.10985 4.03872 -0.84347
H 1.41009 -1.22268 -6.44073

Entry 2:
A structure of composition C17H28AsBrF6N4OPbS6 in a non-equilibrium geometry. Source: the Open Molecules 2025 dataset; level of theory: ωB97M-V/def2-TZVPD.

* 2S+1: 1

CARTESIAN COORDINATES (ANGSTROEM)
Pb 0.65984 -0.49221 0.44648
Br 3.80400 2.10186 -0.18289
As 3.13447 -3.20058 -0.09794
S -1.40011 -2.33288 -4.92581
S -0.69011 1.72777 -0.87099
S -0.64453 1.27819 3.12042
S -1.27661 -2.84770 -0.56702
S 0.11369 -2.24118 3.08927
S 2.63035 0.17514 3.34760
F 3.37321 -1.51448 0.62976
F 1.88475 -2.49371 -1.13154
F 2.94313 -4.74998 -0.81442
F 4.44054 -2.78411 -1.15336
F 1.79747 -3.37279 0.96298
F 4.17461 -3.88389 1.09950
O -1.67151 -1.52816 0.26434
N -1.00058 -2.33554 -2.15924
N 2.04035 0.65215 -1.71358
N -3.01635 0.45626 -0.89932
N -3.06951 2.57243 -1.83757
C -1.64232 3.33891 -3.71992
C -4.41782 0.22082 -1.17312
C 2.41510 -1.16732 4.44873
C -1.67840 -0.12164 3.54103
C -1.15686 -2.31182 -3.31913
C 0.43734 1.58055 4.63638
C 1.56667 0.16491 -2.83069
C 3.30509 1.13615 -1.65948
C 1.78944 -2.40479 3.79896
C 3.63269 0.54111 -3.88460
C 4.16475 1.04827 -2.75044
C -0.99766 -1.33934 4.25309
C -2.36008 1.56497 -1.22538
C -4.63557 -0.23937 -2.63120
C 2.29538 0.05172 -3.96545
C -2.47302 3.75720 -2.42218
C 1.89208 1.67499 4.12246
H 4.29430 0.31942 -4.75800
H 0.51532 -0.18416 -2.87742
H -1.77087 -2.05679 4.58195
H -2.10323 -0.41837 2.61771
H 2.50417 2.18266 4.88517
H 0.31124 0.75190 5.33238
H 0.10244 2.50576 5.06212
H -3.89918 -0.97484 -2.90969
H 1.83874 -0.84380 5.33305
H 1.81483 2.27583 3.21890
H -4.95746 1.13568 -0.86408
H -3.99859 2.47201 -2.10977
H -4.37705 0.53721 -3.37007
H -3.25166 4.46780 -2.56959
H -0.85464 2.67467 -3.48552
H -2.53729 0.21739 4.09157
H 2.41889 -2.65475 2.92229
H 1.80659 -3.19865 4.49450
H -1.05414 4.15723 -4.16580
H -2.36798 2.93350 -4.47703
H -4.62342 -0.55170 -0.36530
H -5.69482 -0.65678 -2.65709
H -0.47179 -1.10463 5.16090
H 1.84006 -0.49171 -4.81469
H 3.32437 -1.60077 4.81501
H -1.76704 4.30741 -1.77599
H -2.55592 -0.32667 -0.48678
H 5.15021 1.44323 -2.65446

For the records above, the corresponding energy above the lowest of the compared OMol25 structures with the same formula, charge and spin values read 9.9769; 0.0000 eV.
For the records above, the corresponding lowest unoccupied orbital energy values read 0.435; -0.092 eV.